1.
{"formula": "C19H15N5OS", "method": "ωB97M-V with the def2-TZVPD basis set", "smiles": "CCc1nnc(NC(=O)c2cc(-c3ccncc3)nc3ccccc23)s1", "charge": 0, "fmax_ev_per_a": 1.8, "gap_ev": 8.45, "total_energy_ha": -1480.26475, "symbols": ["C", "C", "C", "N", "N", "C", "N", "C", "O", "C", "C", "C", "C", "C", "C", "N", "C", "C", "N", "C", "C", "C", "C", "C", "C", "S", "H", "H", "H", "H", "H", "H", "H", "H", "H", "H", "H", "H", "H", "H", "H"], "coordinates": [[2.776392, 3.108421, -0.526416], [3.172261, 2.396708, -1.821276], [3.075330, 0.927693, -1.664530], [4.057762, 0.109616, -1.697596], [3.738939, -1.156324, -1.475881], [2.482693, -1.342696, -1.248646], [1.966916, -2.588115, -1.026245], [0.797948, -2.969153, -0.402660], [0.489077, -4.134621, -0.350655], [-0.022190, -1.867202, 0.180217], [-1.271429, -1.615107, -0.324231], [-2.029724, -0.546920, 0.211733], [-3.370979, -0.235154, -0.302117], [-3.862239, 1.067148, -0.212896], [-5.128591, 1.334531, -0.702590], [-5.907425, 0.416479, -1.250873], [-5.448813, -0.820664, -1.323634], [-4.196785, -1.203676, -0.869727], [-1.568669, 0.230053, 1.161654], [-0.363984, -0.016885, 1.700377], [0.097187, 0.830798, 2.729981], [1.315723, 0.612059, 3.308328], [2.117200, -0.465425, 2.898612], [1.701287, -1.304664, 1.901417], [0.462752, -1.091496, 1.266340], [1.530896, 0.135111, -1.333845], [2.859727, 4.184346, -0.652883], [3.428722, 2.801330, 0.287663], [1.749888, 2.867352, -0.256750], [4.202144, 2.636741, -2.088013], [2.513498, 2.719124, -2.631197], [2.575374, -3.350368, -1.309694], [-1.647706, -2.195263, -1.152085], [-3.251528, 1.836450, 0.230835], [-5.545994, 2.332013, -0.656903], [-6.121462, -1.541950, -1.769440], [-3.888349, -2.235366, -0.936936], [-0.543299, 1.641578, 3.039242], [1.669776, 1.263229, 4.093635], [3.069974, -0.630580, 3.378785], [2.317716, -2.139170, 1.598894]], "forces_ev_per_a": [[0.06, 0.04, -0.16], [-0.06, 0.27, 0.15], [-0.87, -0.20, -0.04], [0.86, 1.30, -0.34], [-0.29, -1.75, 0.34], [-0.43, 1.41, -0.08], [0.09, -0.83, -0.06], [0.27, 0.03, -0.20], [-0.17, -0.08, 0.08], [-0.59, 0.05, 0.26], [0.43, -0.08, 0.14], [0.44, -0.01, 0.20], [-0.59, 0.17, -0.22], [0.03, -0.23, -0.07], [0.23, 0.18, 0.13], [-0.48, 0.07, -0.18], [0.08, -0.26, -0.04], [0.14, 0.23, 0.09], [-0.54, 0.14, -0.19], [0.63, -0.49, -0.02], [0.19, 0.00, 0.13], [-0.23, 0.19, -0.01], [0.10, -0.28, -0.19], [0.15, 0.03, 0.17], [-0.42, 0.19, 0.09], [1.02, -0.21, -0.26], [-0.03, 0.11, 0.05], [0.02, -0.02, 0.09], [-0.07, 0.04, 0.09], [-0.06, -0.06, -0.07], [0.10, 0.03, -0.04], [-0.14, 0.06, 0.07], [-0.05, -0.07, -0.06], [0.01, 0.09, 0.04], [0.06, 0.11, 0.04], [0.02, -0.13, -0.01], [0.02, -0.11, -0.02], [-0.07, 0.08, 0.03], [0.00, 0.07, 0.06], [0.07, -0.04, 0.03], [0.09, -0.03, -0.01]]}

2.
{"formula": "C5H6INO2", "method": "ωB97M-V with the def2-TZVPD basis set", "charge": 0, "fmax_ev_per_a": 4.2, "gap_ev": 7.94, "de_lowest_kj_mol": 275.8, "total_energy_ha": -696.95611, "symbols": ["C", "C", "C", "C", "C", "N", "O", "O", "I", "H", "H", "H", "H", "H", "H"], "coordinates": [[-0.371736, -1.816779, -0.748272], [-1.123296, 1.286412, -1.762332], [-1.330258, -0.052200, -2.238645], [-0.377634, -2.635221, 0.440505], [-0.491501, 2.640908, 0.076578], [-0.894018, -1.031354, -1.498215], [-1.495973, 2.257995, -2.358445], [-0.455736, 1.393101, -0.570424], [-1.954679, -0.626584, -4.120024], [0.122972, -3.578515, 0.230774], [-1.386134, -2.810179, 0.757105], [0.301883, -2.135938, 1.100751], [0.271536, 2.721739, 0.917357], [-1.487960, 2.729600, 0.403539], [-0.280210, 3.282967, -0.712092]], "forces_ev_per_a": [[-1.04, 2.81, -3.00], [0.29, 0.83, 0.25], [0.44, -0.83, 0.35], [0.31, -0.65, -1.01], [1.14, -0.69, 0.68], [1.48, -2.59, 2.89], [-0.39, 0.82, -0.48], [0.36, -2.73, -0.06], [-0.16, 0.38, -0.14], [-0.12, -0.16, -0.08], [-0.41, -0.03, 0.82], [-0.07, 0.37, 0.93], [-1.03, -0.50, -1.21], [-1.13, 0.82, 0.84], [0.32, 2.17, -0.78]]}

3.
{"formula": "C42H54HfN11O3PS2Se", "method": "ωB97M-V with the def2-TZVPD basis set", "charge": -1, "fmax_ev_per_a": 3.5, "gap_ev": [5.29, 7.71], "de_lowest_kj_mol": 218.6, "total_energy_ha": -6048.23356, "spin_multiplicity": 2, "symbols": ["Hf", "C", "N", "C", "C", "C", "C", "C", "N", "C", "C", "C", "C", "C", "C", "H", "H", "H", "H", "H", "H", "H", "H", "H", "H", "H", "Se", "C", "N", "O", "N", "C", "C", "C", "C", "C", "H", "H", "H", "H", "H", "N", "P", "N", "C", "C", "C", "C", "C", "N", "C", "C", "C", "C", "C", "N", "C", "C", "C", "C", "C", "H", "H", "H", "H", "H", "H", "H", "H", "H", "H", "H", "H", "H", "H", "H", "H", "H", "H", "H", "H", "H", "H", "H", "H", "H", "H", "H", "H", "H", "H", "N", "C", "C", "C", "C", "C", "C", "S", "O", "O", "N", "C", "S", "C", "C", "N", "H", "H", "H", "H", "H", "H", "H", "H"], "coordinates": [[10.805919, 13.804750, 10.283100], [10.719282, 10.945205, 8.313948], [11.472404, 11.744711, 9.267722], [12.686263, 11.429841, 9.437597], [13.589875, 12.207749, 10.242993], [14.944579, 12.100502, 10.456271], [15.227705, 13.195545, 11.334026], [14.075275, 13.905931, 11.481554], [13.036556, 13.304587, 10.842240], [9.264177, 10.827586, 8.356322], [8.602279, 10.416209, 7.198271], [7.241499, 10.221825, 7.181053], [6.480279, 10.457348, 8.361039], [7.076233, 10.927619, 9.510249], [8.480875, 11.070083, 9.490340], [11.119539, 9.935562, 8.276561], [11.084182, 11.332877, 7.352957], [12.975124, 10.508614, 8.946150], [15.575594, 11.201729, 10.298570], [16.211898, 13.373270, 11.707138], [14.010944, 14.860313, 11.926907], [9.209951, 10.265268, 6.311462], [6.767550, 10.026043, 6.219174], [5.377845, 10.255284, 8.182115], [6.473583, 11.064024, 10.372912], [8.944066, 11.296992, 10.432771], [13.097977, 18.068586, 11.782960], [12.162159, 16.708795, 11.190757], [11.611490, 15.740018, 10.887437], [8.933087, 14.793236, 10.306150], [7.838516, 14.853938, 11.167475], [7.837387, 15.945527, 11.987676], [6.795900, 16.165621, 12.797889], [5.540847, 15.378164, 12.661166], [5.519590, 14.581411, 11.572006], [6.648034, 14.197468, 10.833404], [8.729852, 16.581746, 11.945962], [6.843632, 17.022886, 13.526712], [4.608229, 15.632956, 13.195899], [4.576386, 14.196921, 11.275345], [6.552714, 13.691293, 9.845276], [10.255393, 12.750149, 11.905693], [10.588698, 12.024453, 13.222812], [9.123176, 11.634554, 14.047474], [9.105901, 11.496285, 15.435610], [8.135160, 10.357804, 15.815907], [6.786142, 10.573592, 15.240549], [6.848059, 10.844844, 13.776729], [7.858957, 11.910559, 13.424352], [11.441593, 10.569649, 13.032049], [11.032186, 9.772704, 11.899132], [12.149767, 8.833844, 11.508681], [12.544328, 7.861132, 12.629752], [12.853171, 8.644183, 13.914762], [11.769282, 9.748620, 14.142057], [11.544385, 12.772542, 14.392640], [13.040556, 12.702311, 14.275899], [13.690049, 13.683755, 15.240155], [13.138918, 15.111146, 15.137990], [11.695048, 15.158498, 14.643694], [10.970268, 13.837624, 15.106857], [8.832133, 12.415314, 15.974680], [10.059370, 11.213532, 15.774656], [8.105896, 10.190662, 16.883323], [8.576675, 9.484608, 15.373876], [6.266552, 11.423663, 15.692282], [6.141707, 9.668405, 15.370338], [5.824900, 11.129880, 13.470265], [7.165153, 9.933660, 13.282286], [7.543622, 12.983055, 13.643907], [8.036356, 11.951626, 12.319913], [10.892859, 10.395449, 11.010355], [10.183324, 9.191521, 12.218319], [13.025717, 9.451529, 11.124977], [11.901095, 8.182603, 10.627161], [13.451352, 7.322602, 12.292835], [11.678476, 7.200922, 12.753637], [13.785008, 9.136553, 13.751799], [12.903867, 8.003417, 14.747070], [11.982667, 10.353490, 15.044926], [10.858997, 9.150750, 14.462483], [13.340308, 13.067475, 13.307900], [13.452962, 11.700151, 14.481325], [14.784438, 13.579769, 15.087235], [13.518104, 13.336990, 16.279096], [13.713762, 15.743458, 14.497242], [13.167588, 15.540311, 16.186489], [11.580975, 15.140665, 13.516082], [11.201707, 16.046781, 15.043598], [9.864654, 13.841847, 14.910042], [11.122421, 13.787842, 16.130958], [16.261311, 18.567610, 8.789501], [15.485040, 17.529060, 8.297925], [15.735023, 16.218383, 8.728990], [15.012929, 15.163062, 8.309996], [14.097553, 15.367024, 7.263182], [13.812751, 16.591630, 6.751166], [14.493874, 17.635913, 7.307203], [13.195501, 14.027384, 6.686018], [12.744149, 14.330708, 5.346779], [13.992506, 12.810580, 6.824813], [11.946069, 13.972917, 7.702096], [10.713005, 13.957524, 7.206398], [10.061094, 14.274171, 5.563227], [8.444119, 14.130270, 6.253693], [8.509930, 13.737295, 7.523735], [9.774538, 13.702698, 8.090653], [16.765667, 18.297849, 9.589741], [15.697411, 19.405309, 8.997472], [16.387402, 16.107482, 9.632050], [15.239970, 14.159082, 8.635311], [13.066398, 16.737395, 6.022713], [14.253306, 18.680957, 7.035295], [7.553337, 14.217604, 5.666761], [7.643754, 13.465607, 8.094815]], "forces_ev_per_a": [[-0.65, -0.76, -0.41], [2.05, 0.04, -0.92], [-1.66, 0.73, 0.85], [0.84, -0.62, 0.15], [-1.34, -0.55, -0.83], [0.52, -0.55, 1.55], [0.99, -1.53, -1.24], [-0.50, 0.08, -0.64], [0.29, 0.73, -0.36], [-2.05, 0.27, 0.88], [0.49, 0.04, -0.04], [-0.26, 0.63, 0.67], [-1.31, -0.52, -2.37], [0.97, -0.91, -1.36], [-0.29, -0.35, 0.21], [0.25, -0.48, 0.38], [-0.67, 0.08, -0.24], [0.80, -0.10, -0.07], [-0.46, 0.96, -0.30], [0.28, 0.44, 0.37], [-0.44, 0.82, 0.59], [-0.17, 0.01, -0.13], [-0.10, -0.29, 0.41], [1.31, 0.49, 0.94], [-0.10, 0.34, 0.82], [0.36, 0.42, 0.16], [0.27, 0.57, 0.11], [0.68, 0.63, 0.47], [-0.83, -1.05, -0.63], [-0.77, -0.52, 0.41], [1.49, -0.27, -1.08], [0.52, 0.11, 0.27], [-1.85, 0.90, 1.62], [1.15, 2.09, 1.23], [0.67, -1.56, -1.18], [-0.75, 0.72, -0.56], [-0.36, -0.52, 0.05], [-0.04, -0.99, -0.94], [0.84, -0.10, -0.26], [-0.68, -0.61, -0.42], [0.43, 0.45, 1.15], [0.31, 0.13, -0.43], [-0.10, -0.20, 0.85], [1.84, 0.58, -1.92], [-1.63, -0.71, 1.69], [0.94, 0.53, 0.25], [-1.51, -0.58, 0.39], [-0.48, 0.46, -0.61], [-0.19, 1.78, -1.51], [0.38, 1.21, -0.71], [1.02, -0.09, -0.76], [1.36, -0.63, -1.28], [0.36, 0.79, -0.30], [-1.23, 1.46, -1.86], [-0.79, -1.67, 2.21], [0.64, -2.74, -1.00], [-0.51, 0.73, 0.47], [0.15, -0.62, 0.87], [-0.25, 0.10, 1.18], [-1.29, -1.02, -0.72], [-0.80, 2.80, -1.87], [-0.18, 0.09, -0.05], [1.33, -0.20, 0.54], [0.01, 0.10, 0.45], [0.17, -0.78, -0.25], [0.07, -0.04, 0.38], [0.35, 0.65, 0.24], [0.53, -0.13, -0.37], [-0.11, -0.29, -0.40], [-0.12, -1.12, 0.14], [-0.27, -0.12, 0.89], [-0.70, 0.01, 0.63], [-0.98, -0.34, -0.33], [-0.82, -0.64, 0.83], [-0.27, 0.72, 0.57], [-0.62, -0.18, 0.32], [0.31, -0.25, 0.19], [0.97, 0.36, 0.09], [0.09, -0.69, 1.23], [0.20, -0.21, -0.62], [0.32, 0.42, -0.28], [-0.02, -0.58, -0.45], [-0.43, 0.30, -0.33], [-0.52, 0.43, 0.02], [0.08, 0.02, -0.37], [0.68, 0.43, -0.35], [0.04, -0.21, -1.16], [0.43, 0.33, 1.18], [-0.06, -0.01, -0.19], [1.05, 0.36, 0.12], [0.12, -0.55, 2.34], [-1.45, 1.50, -0.84], [-0.59, -1.89, -0.88], [1.16, 1.31, 2.51], [-0.47, -0.77, -1.76], [0.55, -1.32, 0.85], [0.64, 0.36, 1.00], [0.78, 3.27, 0.54], [0.26, -1.94, -0.18], [-0.16, 0.19, -0.24], [-0.55, 0.92, 0.19], [0.42, 0.32, -0.42], [-0.25, 0.14, -0.33], [-0.03, 0.11, 0.99], [0.71, -0.41, -0.52], [0.06, 0.50, 0.57], [-0.65, -0.18, 0.07], [0.60, -0.31, 1.07], [0.55, -0.57, -0.22], [-0.28, -0.10, -1.00], [-0.26, -0.08, 0.25], [-0.67, 0.09, -0.79], [0.03, -0.64, -0.22], [-0.13, -0.03, -0.26], [-0.03, 0.06, 0.35]]}

4.
{"formula": "C4H6N2O", "method": "ωB97M-V with the def2-TZVPD basis set", "smiles": "CC(=O)[C@@H]1N=C1N", "charge": 0, "fmax_ev_per_a": 0.5, "gap_ev": 10.32, "de_lowest_kj_mol": 203.2, "total_energy_ha": -340.71751, "symbols": ["C", "C", "O", "C", "N", "C", "N", "H", "H", "H", "H", "H", "H"], "coordinates": [[-2.214405, 0.421426, -0.096623], [-0.721147, 0.422028, 0.120503], [-0.152584, 1.352289, 0.659238], [0.084206, -0.751657, -0.359433], [1.046204, -1.414071, 0.639750], [1.512788, -0.618452, -0.211791], [2.642364, -0.036050, -0.676534], [-2.585914, 1.446693, -0.044868], [-2.494788, -0.035739, -1.050712], [-2.688191, -0.163084, 0.700971], [-0.368550, -1.423517, -1.091093], [2.510568, 0.925303, -0.962062], [3.451835, -0.164742, -0.082547]], "forces_ev_per_a": [[-0.05, 0.05, -0.01], [0.08, 0.19, 0.13], [-0.21, -0.29, -0.12], [-0.27, 0.11, -0.21], [0.32, 0.25, -0.21], [-0.04, -0.23, 0.27], [-0.06, -0.02, 0.16], [0.03, -0.15, 0.00], [0.09, 0.04, 0.12], [0.09, 0.03, -0.10], [0.08, 0.16, 0.09], [0.02, -0.16, -0.11], [-0.08, 0.01, -0.03]]}

5.
{"formula": "C4H6N2", "method": "ωB97M-V with the def2-TZVPD basis set", "smiles": "C[C@@]1(C#N)CN1", "charge": 0, "fmax_ev_per_a": 1.4, "gap_ev": 11.19, "de_lowest_kj_mol": 146.1, "total_energy_ha": -265.47992, "symbols": ["C", "C", "C", "N", "C", "N", "H", "H", "H", "H", "H", "H"], "coordinates": [[1.453935, -0.250689, 0.198849], [0.014586, 0.165180, -0.014406], [-0.187572, 1.521400, -0.514922], [-0.362463, 2.596887, -0.912360], [-1.083709, -0.787813, -0.359793], [-0.911269, -0.321076, 1.005102], [2.101258, 0.043629, -0.630988], [1.513119, -1.335551, 0.327908], [1.821890, 0.219472, 1.116613], [-1.918988, -0.398396, -0.940366], [-0.841072, -1.833949, -0.531913], [-1.599713, 0.380911, 1.256277]], "forces_ev_per_a": [[0.07, -0.05, 0.01], [0.12, 0.05, -0.10], [-0.17, 1.08, -0.31], [0.22, -1.25, 0.48], [-0.06, -0.12, -0.22], [-0.17, 0.13, 0.22], [-0.14, -0.03, 0.04], [-0.07, 0.19, -0.01], [0.00, -0.05, -0.17], [0.19, -0.08, 0.08], [0.02, 0.18, 0.04], [0.00, -0.04, -0.07]]}

6.
{"formula": "C4H6F2N2", "method": "ωB97M-V with the def2-TZVPD basis set", "smiles": "c1c[nH]cn1.FCF", "charge": 0, "fmax_ev_per_a": 1.3, "gap_ev": 9.77, "de_lowest_kj_mol": 0.0, "total_energy_ha": -465.25149, "symbols": ["C", "C", "N", "C", "N", "H", "H", "H", "H", "F", "C", "F", "H", "H"], "coordinates": [[0.219012, 1.940603, 1.013283], [-0.757688, 1.027433, 1.346983], [-0.081118, -0.140876, 1.594983], [1.247261, 0.101884, 1.407023], [1.463511, 1.358654, 1.052543], [0.088462, 2.989323, 0.746373], [-1.842157, 1.101334, 1.428043], [-0.498288, -1.033195, 1.871153], [2.007941, -0.667225, 1.541002], [-1.670628, -1.419755, -2.167746], [-0.345678, -1.292735, -2.423936], [0.291512, -2.409045, -1.993736], [-0.179968, -1.155055, -3.509765], [0.057832, -0.401346, -1.906206]], "forces_ev_per_a": [[-0.41, -0.05, 0.04], [0.03, 0.40, -0.12], [-0.06, -0.62, 0.16], [0.09, 0.43, -0.12], [-0.29, -0.77, 0.20], [0.05, -0.44, 0.12], [0.53, -0.02, -0.04], [0.34, 0.71, -0.24], [-0.31, 0.32, -0.06], [0.02, -0.04, 0.02], [0.58, 1.05, -0.52], [-0.04, 0.00, 0.01], [-0.26, -0.44, 0.40], [-0.28, -0.54, 0.16]]}